No. 1
Density functional theory data (ωB97M-V with the def2-TZVPD basis set) for C24H36N2SiV as an isolated structure in a non-equilibrium geometry.

Its spin multiplicity is 4. The energy above the lowest of the compared OMol25 structures with the same formula, charge and spin is 47.50 kJ/mol. As for the HOMO energy (alpha / beta): -5.21 / -7.06 eV. As for the expectation value of S²: 3.768. The largest force on an atom comes out at 1.6 eV/A.

XYZ file:
```
64
Properties=species:S:1:pos:R:3:mulliken_charge:R:1
C -3.96 -0.18 1.88 -0.922
C -3.13 -1.18 1.25 -0.673
C -1.96 -1.34 2.07 -0.565
H -3.43 -1.80 0.41 0.521
C -2.03 -0.41 3.16 -0.606
C -3.29 0.26 3.07 -0.454
H -3.74 0.85 3.87 0.634
H -4.99 0.05 1.61 0.727
H -1.22 -2.12 1.95 0.498
H -1.34 -0.32 3.99 0.440
V -2.04 0.77 1.21 0.448
C 0.01 0.30 1.03 -0.979
H 0.44 -0.01 2.00 0.304
H 0.57 1.13 0.57 0.175
H -0.02 -0.58 0.35 0.132
Si 3.83 -0.37 -1.07 0.328
C 3.33 -1.34 -2.56 0.337
C 2.46 -2.43 -2.42 -0.113
H 2.10 -2.72 -1.43 0.403
C 2.06 -3.14 -3.55 -0.626
H 1.39 -3.99 -3.44 0.354
C 2.53 -2.78 -4.82 -0.427
H 2.21 -3.34 -5.71 0.366
C 3.40 -1.69 -4.95 -0.397
H 3.77 -1.41 -5.94 0.345
C 3.81 -0.96 -3.83 -0.545
H 4.49 -0.12 -3.92 0.314
C 4.26 -1.52 0.32 0.448
C 4.99 -2.70 0.10 -0.298
H 5.33 -2.96 -0.91 0.353
C 5.29 -3.54 1.18 -0.501
H 5.84 -4.46 1.00 0.354
C 4.87 -3.21 2.47 -0.437
H 5.10 -3.87 3.31 0.354
C 4.17 -2.02 2.69 -0.449
H 3.84 -1.76 3.69 0.356
C 3.87 -1.16 1.62 -0.383
H 3.34 -0.22 1.79 0.214
H 2.70 0.54 -0.72 -0.117
H 5.08 0.37 -1.35 -0.241
C -3.25 0.82 -1.39 -1.233
N -1.97 1.33 -0.87 0.853
C -0.92 0.93 -1.84 -1.491
C -1.91 2.86 -0.78 -0.956
C -2.01 3.38 0.64 -0.690
N -3.02 2.61 1.39 0.550
C -3.12 3.16 2.76 -1.470
C -4.37 2.81 0.76 -1.306
H -3.58 1.43 -2.25 0.339
H -4.03 0.77 -0.63 0.347
H -3.09 -0.22 -1.73 0.338
H -1.21 1.30 -2.84 0.391
H 0.04 1.41 -1.59 0.388
H -0.81 -0.16 -1.89 0.356
H -0.95 3.18 -1.20 0.477
H -2.71 3.28 -1.41 0.329
H -1.05 3.32 1.20 0.387
H -2.35 4.43 0.61 0.494
H -3.24 4.25 2.64 0.509
H -4.04 2.81 3.25 0.423
H -2.23 2.93 3.36 0.233
H -4.66 3.85 0.99 0.379
H -4.35 2.74 -0.33 0.413
H -5.11 2.13 1.20 0.272
```



No. 2
Density functional theory data (ωB97M-V with the def2-TZVPD basis set) for one molecule with the formula C19H20N2O3 in a non-equilibrium geometry.

The energy above the lowest of the compared OMol25 structures with the same formula, charge and spin is 307.73 kJ/mol. The SMILES is COc1ccccc1Cc1noc(COc2cccc(C)c2C)n1. As for the HOMO energy: -8.60 eV. The largest force on an atom comes out at 1.2 eV/A.

XYZ file:
```
44
Properties=species:S:1:pos:R:3:mulliken_charge:R:1
C -2.30 2.71 1.16 -1.009
O -1.20 2.61 0.28 -0.353
C 0.05 2.89 0.75 0.911
C 0.34 3.19 2.08 -0.633
C 1.64 3.45 2.46 -0.613
C 2.67 3.41 1.54 -0.766
C 2.38 3.12 0.21 -0.482
C 1.08 2.87 -0.19 0.329
C 0.77 2.52 -1.63 -1.064
C 0.69 1.04 -1.75 0.866
N -0.36 0.39 -2.16 -0.627
O -0.03 -0.93 -2.07 -0.075
C 1.22 -0.97 -1.59 0.764
C 1.84 -2.28 -1.25 -0.772
O 1.40 -2.71 0.02 -0.527
C 0.03 -2.97 0.09 0.424
C -0.47 -4.14 -0.48 -0.628
C -1.82 -4.41 -0.41 -0.787
C -2.67 -3.51 0.21 -0.915
C -2.18 -2.34 0.78 1.233
C -3.12 -1.36 1.42 -1.262
C -0.82 -2.06 0.73 0.685
C -0.27 -0.81 1.33 -1.483
N 1.71 0.21 -1.38 -0.525
H -2.22 1.99 1.99 0.368
H -2.39 3.72 1.57 0.399
H -3.18 2.48 0.57 0.269
H -0.44 3.22 2.82 0.411
H 1.85 3.68 3.50 0.390
H 3.68 3.61 1.84 0.386
H 3.17 3.09 -0.52 0.383
H -0.19 2.94 -1.93 0.253
H 1.57 2.88 -2.28 0.532
H 1.58 -3.02 -2.03 0.358
H 2.92 -2.17 -1.18 0.382
H 0.21 -4.82 -0.96 0.491
H -2.22 -5.32 -0.84 0.388
H -3.73 -3.72 0.25 0.366
H -4.15 -1.72 1.37 0.403
H -3.06 -0.40 0.92 0.158
H -2.86 -1.21 2.47 0.329
H -0.66 0.07 0.82 -0.054
H 0.82 -0.79 1.27 0.490
H -0.55 -0.74 2.38 0.608
```



No. 3
Density functional theory data (ωB97M-V with the def2-TZVPD basis set) for a 3-piece molecular cluster, C4H13NO3 overall in a non-equilibrium geometry.

The energy above the lowest of the compared OMol25 structures with the same formula, charge and spin is 243.94 kJ/mol. The SMILES is CN(C)CC=O.O.O. As for the HOMO energy: -9.17 eV. The largest force on an atom comes out at 1.6 eV/A.

XYZ file:
```
21
Properties=species:S:1:pos:R:3:mulliken_charge:R:1
C 0.44 -0.65 -0.23 -0.910
N -0.87 -0.09 0.03 0.064
C -0.72 1.17 0.75 -0.998
C -1.86 -1.06 0.48 -0.556
C -2.68 -1.56 -0.69 0.007
O -3.39 -2.53 -0.67 -0.477
H 0.93 -0.82 0.73 0.374
H 0.38 -1.60 -0.75 0.380
H 1.00 -0.01 -0.92 0.047
H -0.29 1.80 -0.04 0.323
H -0.09 1.06 1.64 0.295
H -1.66 1.68 0.95 0.393
H -2.52 -0.49 1.13 0.392
H -1.51 -1.92 1.05 0.316
H -2.56 -0.97 -1.61 0.354
O 2.60 1.46 -3.19 -0.633
H 2.02 0.70 -3.28 0.322
H 2.88 1.55 -2.28 0.316
O 2.77 1.10 2.56 -0.643
H 2.17 1.06 1.80 0.290
H 2.95 0.14 2.55 0.345
```



No. 4
Density functional theory data (ωB97M-V with the def2-TZVPD basis set) for a 2-piece molecular cluster, C2H2N4O3 overall in a non-equilibrium geometry.

The energy above the lowest of the compared OMol25 structures with the same formula, charge and spin is 355.11 kJ/mol. The SMILES is N#C/N=[N+](\[O-])O.N=C=O. As for the HOMO energy: -11.02 eV. The largest force on an atom comes out at 2.6 eV/A.

XYZ file:
```
11
Properties=species:S:1:pos:R:3:mulliken_charge:R:1
N 2.29 -1.38 -0.85 -0.395
C 1.59 -0.57 -0.45 0.469
N 0.56 0.21 -0.14 -0.322
N 0.68 1.36 0.33 0.906
O 1.59 2.11 0.61 -0.579
O -0.55 1.95 0.50 -0.482
H -1.35 1.32 0.66 0.402
N -1.72 -0.90 -0.60 -0.532
C -0.97 -1.35 0.24 0.648
O -0.48 -1.63 1.26 -0.387
H -1.63 -1.11 -1.55 0.271
```



No. 5
Density functional theory data (ωB97M-V with the def2-TZVPD basis set) for one molecule with the formula C4H5NO2.

The energy above the lowest of the compared OMol25 structures with the same formula, charge and spin is 68.39 kJ/mol. The SMILES is O=C1NC=C[C@H]1O. As for the HOMO energy: -9.08 eV. The largest force on an atom comes out at 0.5 eV/A.

XYZ file:
```
12
Properties=species:S:1:pos:R:3:mulliken_charge:R:1
O -1.14 -2.12 -0.28 -0.569
C -0.69 -1.00 -0.23 0.121
N -1.40 0.17 -0.05 -0.032
C -0.55 1.28 -0.05 -0.255
C 0.72 0.93 -0.25 -0.664
C 0.81 -0.57 -0.29 0.256
O 1.53 -1.11 0.80 -0.528
H -2.39 0.18 0.15 0.208
H -0.97 2.27 0.10 0.400
H 1.57 1.60 -0.30 0.376
H 1.27 -0.98 -1.19 0.323
H 1.24 -0.64 1.59 0.362
```



No. 6
Density functional theory data (ωB97M-V with the def2-TZVPD basis set) for C27H50AlN2O12 as an isolated structure in a non-equilibrium geometry.

As for the HOMO energy: -4.30 eV. The net charge is -1. The largest force on an atom comes out at 3.8 eV/A.

XYZ file:
```
92
Properties=species:S:1:pos:R:3:mulliken_charge:R:1
C 3.14 3.59 1.53 -0.774
C 1.86 4.07 0.72 0.729
O 1.19 5.01 1.21 -0.644
O 1.48 3.48 -0.51 -0.208
C 0.96 2.15 -0.13 0.631
Al 0.19 1.09 -1.71 -0.398
C -0.51 -0.72 -1.07 -0.403
C -1.37 -0.64 0.31 1.889
C -0.97 -1.78 1.36 -0.294
C -2.13 -2.92 1.45 -0.476
N -1.48 -4.28 1.48 -0.696
C -1.15 2.24 -2.76 0.139
O -2.48 1.66 -2.94 -0.525
C -3.19 1.49 -1.72 0.398
O -4.44 2.22 -1.66 -0.446
C -5.43 1.51 -0.89 -0.507
C -4.93 1.01 0.54 0.586
O -5.91 1.21 1.60 -0.635
C 1.78 0.72 -3.02 -0.147
C 2.61 -0.47 -2.43 -0.186
O 2.44 -1.61 -2.94 -0.661
N 3.56 -0.17 -1.34 0.280
C 3.35 -1.12 -0.17 -0.841
C 4.92 -0.53 -1.88 -1.041
H 4.03 4.28 1.31 0.274
H 3.39 2.50 1.34 0.180
H 2.95 3.69 2.66 0.260
H 0.11 2.32 0.61 -0.319
H 1.83 1.54 0.30 -0.309
H -1.05 -1.33 -1.89 0.253
H 0.42 -1.35 -0.81 0.108
H -1.18 0.41 0.72 -1.143
H -2.48 -0.80 0.08 -0.481
H -0.91 -1.36 2.43 0.085
H -0.01 -2.33 1.12 0.281
H -2.80 -2.93 0.53 0.330
H -2.77 -2.76 2.40 0.192
H -0.67 -4.29 2.10 0.213
H -1.10 -4.39 0.52 0.302
H -1.21 3.27 -2.28 0.328
H -0.72 2.40 -3.82 -0.091
H -3.46 0.37 -1.66 0.087
H -2.54 1.84 -0.87 -0.175
H -6.38 2.12 -0.71 0.317
H -5.74 0.60 -1.50 0.290
H -3.95 1.46 0.89 -0.163
H -4.79 -0.13 0.45 0.023
H -5.47 0.83 2.39 0.324
H 2.38 1.69 -3.12 0.281
H 1.30 0.39 -4.00 0.128
H 4.34 -1.66 0.03 0.443
H 3.00 -0.57 0.76 0.151
H 2.55 -1.90 -0.42 0.254
H 5.68 -0.31 -1.05 0.331
H 5.21 0.07 -2.80 0.185
H 4.88 -1.65 -2.13 0.453
O -1.99 1.09 2.25 -0.454
C -1.74 2.12 2.83 0.500
O -1.85 3.35 2.27 -0.335
C -1.37 4.34 3.19 -0.211
C -1.47 3.69 4.55 -0.581
C -1.23 2.23 4.24 -0.635
H -0.34 4.59 2.92 0.087
H -1.99 5.24 3.11 0.321
H -0.78 4.11 5.28 0.321
H -2.49 3.82 4.95 0.284
H -0.16 1.99 4.25 0.285
H -1.78 1.58 4.92 0.335
O 0.47 -4.28 4.37 -0.560
C 0.35 -5.46 4.53 0.519
O -0.04 -6.32 3.56 -0.291
C -0.19 -7.63 4.11 -0.451
C 0.67 -7.64 5.36 -0.492
C 0.56 -6.20 5.83 -0.432
H -1.24 -7.80 4.33 0.274
H 0.15 -8.38 3.39 0.301
H 0.34 -8.36 6.10 0.316
H 1.71 -7.86 5.10 0.264
H -0.31 -6.04 6.47 0.258
H 1.47 -5.87 6.33 0.283
O 0.01 2.91 -5.58 -0.667
C 1.03 2.58 -6.12 0.616
O 2.27 2.89 -5.66 -0.324
C 3.25 2.45 -6.59 -0.428
C 2.57 1.36 -7.40 -0.512
C 1.13 1.82 -7.41 -0.523
H 3.55 3.30 -7.21 0.297
H 4.13 2.08 -6.06 0.303
H 3.01 1.23 -8.39 0.336
H 2.65 0.41 -6.86 0.264
H 0.93 2.50 -8.24 0.317
H 0.44 0.98 -7.43 0.256
```



No. 7
Density functional theory data (ωB97M-V with the def2-TZVPD basis set) for C32H34Br2CsN5O3PSSe as an isolated structure in a non-equilibrium geometry.

The energy above the lowest of the compared OMol25 structures with the same formula, charge and spin is 147.74 kJ/mol. As for the HOMO energy: -4.35 eV. The net charge is -1. The largest force on an atom comes out at 3.4 eV/A.

XYZ file:
```
80
Properties=species:S:1:pos:R:3:mulliken_charge:R:1
Cs 0.58 1.04 1.30 1.539
C -5.28 1.09 4.08 -1.453
C -3.87 1.59 4.22 0.794
C -3.51 2.54 5.16 -0.347
C -2.21 2.99 5.27 -0.576
C -1.29 2.43 4.40 -0.065
Br 0.54 2.99 4.51 -0.152
N -1.57 1.53 3.49 0.090
C -2.85 1.12 3.39 -0.541
H -5.74 0.94 5.06 0.429
H -5.32 0.16 3.51 0.347
H -5.89 1.80 3.52 0.258
H -4.27 2.93 5.84 0.398
H -1.90 3.72 6.00 0.422
H -3.07 0.39 2.62 0.271
C -0.18 -6.79 -0.35 -1.411
C 0.47 -5.52 0.13 1.220
C 1.80 -5.50 0.55 -0.812
C 2.40 -4.33 0.99 -0.366
C 1.67 -3.15 0.99 -0.200
C 0.34 -3.15 0.57 -0.641
C -0.25 -4.32 0.14 -0.759
S 2.36 -1.62 1.54 1.219
O 3.60 -1.92 2.21 -0.786
O 1.29 -1.04 2.35 -0.921
N 2.48 -0.69 0.29 -0.188
C 3.49 -0.80 -0.66 -0.124
C 4.45 -1.79 -0.76 -0.722
C 5.40 -1.81 -1.81 -0.988
C 5.42 -0.86 -2.77 -0.966
C 4.46 0.19 -2.72 1.000
C 4.41 1.21 -3.69 -0.679
C 3.48 2.19 -3.61 -0.792
C 2.56 2.15 -2.53 -0.244
N 2.57 1.23 -1.60 0.180
C 3.51 0.23 -1.68 0.501
H 0.52 -7.63 -0.32 0.358
H -0.55 -6.69 -1.37 0.279
H -1.04 -7.05 0.28 0.317
H 2.37 -6.43 0.55 0.295
H 3.43 -4.32 1.35 0.518
H -0.25 -2.23 0.58 0.565
H -1.29 -4.30 -0.18 0.505
H 4.50 -2.57 0.00 0.380
H 6.13 -2.62 -1.83 0.380
H 6.15 -0.88 -3.58 0.355
H 5.13 1.19 -4.51 0.382
H 3.42 2.98 -4.35 0.379
H 1.79 2.92 -2.45 0.410
C 0.50 -3.30 -3.36 -1.283
C -0.29 -2.03 -3.15 0.647
C -1.46 -1.75 -3.83 -0.626
C -2.14 -0.57 -3.60 -0.433
C -1.60 0.30 -2.67 -0.092
Br -2.54 1.94 -2.34 -0.208
N -0.50 0.08 -2.00 -0.103
C 0.13 -1.08 -2.23 0.089
H 0.23 -3.78 -4.30 0.439
H 0.32 -4.01 -2.55 0.055
H 1.57 -3.10 -3.37 0.299
H -1.85 -2.47 -4.55 0.371
H -3.08 -0.35 -4.10 0.410
H 1.04 -1.24 -1.65 0.428
C -0.70 5.89 1.94 -1.239
P -1.10 4.52 0.85 0.865
C -2.88 4.41 0.84 -0.899
C -0.61 5.07 -0.79 -1.080
O -0.44 3.24 1.26 -0.564
H -1.10 6.84 1.57 0.401
H 0.38 5.95 2.03 0.336
H -1.11 5.67 2.93 0.280
H -3.34 5.32 0.44 0.387
H -3.23 4.24 1.86 0.241
H -3.18 3.54 0.24 0.174
H -0.99 6.07 -1.01 0.401
H -0.98 4.36 -1.53 0.202
H 0.48 5.08 -0.83 0.288
Se -5.02 0.32 0.46 -0.437
C -3.82 -0.94 -0.15 0.158
N -3.06 -1.74 -0.53 -0.568
```



No. 8
Density functional theory data (ωB97M-V with the def2-TZVPD basis set) for one molecule with the formula C11H14O2 in a non-equilibrium geometry.

The energy above the lowest of the compared OMol25 structures with the same formula, charge and spin is 213.79 kJ/mol. The SMILES is CC(C)c1cc2c(cc1O)CCO2. As for the HOMO energy: -7.91 eV. The largest force on an atom comes out at 4.8 eV/A.

XYZ file:
```
27
Properties=species:S:1:pos:R:3:mulliken_charge:R:1
C -2.93 0.23 1.02 -1.447
C -2.14 -0.34 -0.29 0.420
C -2.56 -1.75 -0.65 -1.791
C -0.69 -0.14 -0.09 0.873
C 0.34 -1.07 0.12 -1.174
C 1.64 -0.63 0.06 0.284
C 1.96 0.73 -0.04 0.945
C 0.93 1.68 -0.13 -0.914
C -0.37 1.20 -0.24 0.171
O -1.50 2.11 -0.34 -0.696
C 3.44 0.92 -0.02 -0.760
C 3.90 -0.53 -0.09 -0.497
O 2.81 -1.36 0.25 -0.507
H -3.46 -0.57 1.65 0.367
H -2.30 0.75 1.64 0.504
H -3.74 0.86 0.61 0.350
H -2.46 0.41 -1.10 0.471
H -2.12 -2.51 0.14 0.284
H -3.60 -1.74 -0.54 0.563
H -2.43 -2.06 -1.68 0.317
H 0.03 -2.13 0.17 0.222
H 1.15 2.65 -0.45 0.434
H -2.28 1.71 0.01 0.383
H 3.68 1.20 1.04 0.196
H 3.79 1.77 -0.64 0.404
H 4.25 -0.71 -1.09 0.267
H 4.69 -0.68 0.67 0.330
```



Question: What is the largest force on an atom in the fifth record?
Answer: 0.5 eV/A



Question: The highest largest force on an atom belongs to which entry?
Answer: C11H14O2



Question: Which value of largest force on an atom does entry 6 give?
Answer: 3.8 eV/A



Copy entry 2 word for word.
Density functional theory data (ωB97M-V with the def2-TZVPD basis set) for one molecule with the formula C19H20N2O3 in a non-equilibrium geometry.

The energy above the lowest of the compared OMol25 structures with the same formula, charge and spin is 307.73 kJ/mol. The SMILES is COc1ccccc1Cc1noc(COc2cccc(C)c2C)n1. As for the HOMO energy: -8.60 eV. The largest force on an atom comes out at 1.2 eV/A.

XYZ file:
```
44
Properties=species:S:1:pos:R:3:mulliken_charge:R:1
C -2.30 2.71 1.16 -1.009
O -1.20 2.61 0.28 -0.353
C 0.05 2.89 0.75 0.911
C 0.34 3.19 2.08 -0.633
C 1.64 3.45 2.46 -0.613
C 2.67 3.41 1.54 -0.766
C 2.38 3.12 0.21 -0.482
C 1.08 2.87 -0.19 0.329
C 0.77 2.52 -1.63 -1.064
C 0.69 1.04 -1.75 0.866
N -0.36 0.39 -2.16 -0.627
O -0.03 -0.93 -2.07 -0.075
C 1.22 -0.97 -1.59 0.764
C 1.84 -2.28 -1.25 -0.772
O 1.40 -2.71 0.02 -0.527
C 0.03 -2.97 0.09 0.424
C -0.47 -4.14 -0.48 -0.628
C -1.82 -4.41 -0.41 -0.787
C -2.67 -3.51 0.21 -0.915
C -2.18 -2.34 0.78 1.233
C -3.12 -1.36 1.42 -1.262
C -0.82 -2.06 0.73 0.685
C -0.27 -0.81 1.33 -1.483
N 1.71 0.21 -1.38 -0.525
H -2.22 1.99 1.99 0.368
H -2.39 3.72 1.57 0.399
H -3.18 2.48 0.57 0.269
H -0.44 3.22 2.82 0.411
H 1.85 3.68 3.50 0.390
H 3.68 3.61 1.84 0.386
H 3.17 3.09 -0.52 0.383
H -0.19 2.94 -1.93 0.253
H 1.57 2.88 -2.28 0.532
H 1.58 -3.02 -2.03 0.358
H 2.92 -2.17 -1.18 0.382
H 0.21 -4.82 -0.96 0.491
H -2.22 -5.32 -0.84 0.388
H -3.73 -3.72 0.25 0.366
H -4.15 -1.72 1.37 0.403
H -3.06 -0.40 0.92 0.158
H -2.86 -1.21 2.47 0.329
H -0.66 0.07 0.82 -0.054
H 0.82 -0.79 1.27 0.490
H -0.55 -0.74 2.38 0.608
```